No. 1
Entry from the Open Molecules 2025 dataset: the ion C9H14NO2 with charge +1 at a distorted geometry (ωB97M-V with the def2-TZVPD basis set).

The geometry in XYZ format:
```
26
C9H14NO2 | the Open Molecules 2025 dataset | ωB97M-V with the def2-TZVPD basis set
C -1.91 2.17 -2.08
C -1.22 1.41 -1.13
C -1.07 3.19 -2.38
C 0.00 1.95 -0.95
C 0.83 -0.88 -0.27
C 0.02 -1.50 0.88
C 1.19 1.50 -0.21
C -0.17 -2.98 0.78
C 2.31 2.39 0.22
N -1.26 -0.90 1.04
O 0.08 3.03 -1.80
O 1.34 0.31 0.21
H -2.98 2.09 -2.22
H -1.78 0.61 -0.59
H -1.09 3.93 -3.21
H 1.70 -1.54 -0.52
H 0.24 -0.77 -1.09
H 0.56 -1.13 1.83
H 0.87 -3.49 0.87
H -0.57 -3.27 -0.13
H -0.64 -3.44 1.67
H 3.07 1.76 0.66
H 2.05 3.27 0.84
H 2.60 2.91 -0.78
H -2.09 -1.57 1.02
H -1.37 -0.37 1.89
```

Results
total charge: +1
orbital gap: 7.99 eV
LUMO energy: -4.87 eV
calculated total energy: -15136.0461 eV
energy above the lowest of the compared OMol25 structures with the same formula, charge and spin: 123.45 kJ/mol


No. 2
Entry from the Open Molecules 2025 dataset: a cluster of 2 separate species, C9H14O in total at a distorted geometry (ωB97M-V with the def2-TZVPD basis set).

The geometry in XYZ format:
```
24
C9H14O | the Open Molecules 2025 dataset | ωB97M-V with the def2-TZVPD basis set
C -1.16 2.08 1.22
C 0.14 1.41 0.86
C 0.99 1.93 -0.11
C 2.15 1.26 -0.50
C 2.46 0.03 0.07
O 3.55 -0.71 -0.26
C 1.59 -0.54 1.01
C 0.44 0.14 1.33
H -1.03 2.85 1.99
H -1.90 1.36 1.58
H -1.55 2.56 0.33
H 0.82 2.89 -0.57
H 2.89 1.75 -1.11
H 4.24 -0.22 -0.71
H 1.86 -1.53 1.36
H -0.24 -0.37 2.01
C -1.55 -1.97 -1.76
C -2.27 -1.79 -0.41
H -1.82 -1.15 -2.42
H -0.48 -1.85 -1.58
H -1.80 -2.91 -2.25
H -2.57 -0.76 -0.26
H -1.62 -2.04 0.44
H -3.15 -2.44 -0.28
```

Results
orbital gap: 9.27 eV
LUMO energy: 0.86 eV
structure (SMILES): Cc1ccc(O)cc1.CC
calculated total energy: -11607.3512 eV
energy above the lowest of the compared OMol25 structures with the same formula, charge and spin: 27.55 kJ/mol


No. 3
Entry from the Open Molecules 2025 dataset: a cluster of 2 separate species, C9H14O in total at a distorted geometry (ωB97M-V with the def2-TZVPD basis set).

The geometry in XYZ format:
```
24
C9H14O | the Open Molecules 2025 dataset | ωB97M-V with the def2-TZVPD basis set
C 3.28 0.27 -2.73
C 2.35 -0.08 -1.58
C 1.13 -0.72 -1.79
C 0.35 -1.11 -0.72
C 0.53 -0.50 0.51
C 1.69 0.25 0.72
C 2.62 0.41 -0.29
H 4.01 1.00 -2.40
H 2.66 0.79 -3.45
H 3.64 -0.63 -3.22
H 0.98 -1.11 -2.79
H -0.50 -1.75 -0.89
H -0.08 -0.68 1.37
H 1.83 0.84 1.62
H 3.53 0.96 -0.10
C -3.59 0.42 0.89
C -2.56 0.12 1.99
O -3.00 0.54 3.26
H -3.65 1.48 0.66
H -4.50 0.12 1.41
H -3.44 -0.15 -0.01
H -2.29 -0.94 1.91
H -1.61 0.63 1.84
H -3.37 -0.16 3.79
```

Results
orbital gap: 9.92 eV
LUMO energy: 0.88 eV
structure (SMILES): Cc1ccccc1.CCO
calculated total energy: -11606.7961 eV
energy above the lowest of the compared OMol25 structures with the same formula, charge and spin: 81.11 kJ/mol


No. 4
Entry from the Open Molecules 2025 dataset: a cluster of 2 separate species, C9H14O in total at a distorted geometry (ωB97M-V with the def2-TZVPD basis set).

The geometry in XYZ format:
```
24
C9H14O | the Open Molecules 2025 dataset | ωB97M-V with the def2-TZVPD basis set
C 0.36 0.71 2.32
C 0.06 -0.33 1.29
C 1.12 -0.96 0.66
C 1.01 -2.23 0.02
C -0.29 -2.66 -0.19
O -0.46 -3.92 -0.73
C -1.33 -1.78 0.05
C -1.24 -0.71 0.89
H 1.09 0.34 3.02
H -0.51 0.99 2.94
H 0.67 1.69 1.92
H 2.09 -0.47 0.77
H 1.95 -2.66 -0.32
H 0.29 -4.05 -1.31
H -2.32 -2.05 -0.31
H -2.09 -0.02 1.02
C 0.45 2.24 -0.85
C -0.42 2.13 -2.13
H 0.93 3.18 -0.80
H -0.29 2.27 0.00
H 0.88 1.26 -0.67
H -1.46 1.83 -2.30
H 0.23 2.01 -3.04
H -0.73 3.18 -2.25
```

Results
orbital gap: 9.34 eV
LUMO energy: 0.84 eV
structure (SMILES): Cc1ccc(O)cc1.CC
calculated total energy: -11605.8035 eV
energy above the lowest of the compared OMol25 structures with the same formula, charge and spin: 176.88 kJ/mol


No. 5
Entry from the Open Molecules 2025 dataset: a cluster of 2 separate species, C9H14O in total at a distorted geometry (ωB97M-V with the def2-TZVPD basis set).

The geometry in XYZ format:
```
24
C9H14O | the Open Molecules 2025 dataset | ωB97M-V with the def2-TZVPD basis set
C 2.60 0.21 0.72
C 1.63 -0.63 -0.25
C 0.36 -0.96 0.17
C -0.52 -1.70 -0.66
C 0.15 -2.17 -1.81
O -0.61 -2.99 -2.56
C 1.46 -1.96 -2.18
C 2.17 -1.02 -1.42
H 2.76 1.24 0.25
H 3.55 -0.26 0.81
H 2.37 0.27 1.84
H 0.10 -0.49 1.19
H -1.42 -2.02 -0.27
H -0.13 -3.17 -3.37
H 1.75 -2.36 -3.25
H 3.29 -0.79 -1.67
C -2.32 3.00 1.16
C -2.73 1.70 1.89
H -3.15 3.35 0.59
H -1.84 3.83 1.82
H -1.44 2.80 0.62
H -2.90 1.80 2.93
H -3.52 1.26 1.45
H -1.63 1.06 1.97
```

Results
orbital gap: 9.33 eV
LUMO energy: 0.91 eV
structure (SMILES): Cc1ccc(O)cc1.CC
calculated total energy: -11605.1522 eV
energy above the lowest of the compared OMol25 structures with the same formula, charge and spin: 239.72 kJ/mol


No. 6
Entry from the Open Molecules 2025 dataset: a cluster of 2 separate species, C9H14O in total at a distorted geometry (ωB97M-V with the def2-TZVPD basis set).

The geometry in XYZ format:
```
24
C9H14O | the Open Molecules 2025 dataset | ωB97M-V with the def2-TZVPD basis set
C -1.43 -1.28 -0.64
C -1.33 -0.16 0.37
C -0.42 -0.34 1.43
C -0.09 0.74 2.22
C -0.79 1.93 2.06
O -0.70 2.87 3.06
C -1.63 2.19 1.01
C -1.91 1.07 0.19
H -0.41 -1.63 -0.82
H -1.86 -1.01 -1.59
H -1.90 -2.18 -0.27
H 0.16 -1.24 1.50
H 0.58 0.77 3.06
H 0.08 2.76 3.59
H -2.09 3.12 0.72
H -2.69 1.22 -0.54
C 2.20 -1.60 -1.34
C 1.93 -0.61 -2.47
H 2.25 -1.12 -0.37
H 1.48 -2.43 -1.34
H 3.07 -2.21 -1.61
H 1.37 -1.02 -3.31
H 2.78 -0.04 -2.85
H 1.34 0.22 -2.07
```

Results
orbital gap: 9.24 eV
LUMO energy: 0.87 eV
structure (SMILES): Cc1ccc(O)cc1.CC
calculated total energy: -11606.8451 eV
energy above the lowest of the compared OMol25 structures with the same formula, charge and spin: 76.38 kJ/mol


No. 7
Entry from the Open Molecules 2025 dataset: a cluster of 2 separate species, C9H14O in total at a distorted geometry (ωB97M-V with the def2-TZVPD basis set).

The geometry in XYZ format:
```
24
C9H14O | the Open Molecules 2025 dataset | ωB97M-V with the def2-TZVPD basis set
C -2.26 1.33 1.50
C -0.95 0.53 1.56
C 0.16 0.76 0.80
C 1.31 -0.11 0.98
C 1.19 -0.99 2.02
O 2.28 -1.80 2.23
C 0.00 -1.33 2.71
C -1.13 -0.46 2.49
H -2.23 1.70 2.48
H -3.13 0.61 1.26
H -2.51 2.18 0.93
H 0.27 1.50 -0.01
H 2.17 -0.08 0.43
H 2.45 -1.92 3.25
H -0.11 -2.17 3.44
H -2.11 -0.44 3.06
C 0.62 0.34 -2.97
C 0.47 -0.18 -4.38
H 0.16 1.34 -2.69
H 0.33 -0.39 -2.18
H 1.76 0.47 -2.86
H -0.59 0.00 -4.58
H 1.23 0.31 -5.07
H 0.61 -1.20 -4.40
```

Results
orbital gap: 9.37 eV
LUMO energy: 0.84 eV
structure (SMILES): Cc1ccc(O)cc1.CC
calculated total energy: -11605.4683 eV
energy above the lowest of the compared OMol25 structures with the same formula, charge and spin: 209.22 kJ/mol


No. 8
Entry from the Open Molecules 2025 dataset: a cluster of 2 separate species, C9H14O in total at a distorted geometry (ωB97M-V with the def2-TZVPD basis set).

The geometry in XYZ format:
```
24
C9H14O | the Open Molecules 2025 dataset | ωB97M-V with the def2-TZVPD basis set
C 2.70 0.57 0.57
C 1.69 0.14 -0.44
C 1.31 0.96 -1.48
C 0.23 0.60 -2.30
C -0.45 -0.57 -2.01
O -1.67 -0.86 -2.57
C 0.06 -1.50 -1.11
C 1.09 -1.12 -0.28
H 2.33 0.43 1.59
H 3.01 1.62 0.58
H 3.62 0.00 0.55
H 1.65 1.98 -1.51
H -0.18 1.21 -3.10
H -1.74 -0.57 -3.48
H -0.42 -2.45 -1.08
H 1.48 -1.67 0.57
C -2.26 -0.39 2.27
C -1.37 0.68 1.59
H -2.36 -0.08 3.32
H -3.25 -0.43 1.85
H -1.82 -1.38 2.24
H -2.04 1.45 1.24
H -0.93 0.25 0.70
H -0.67 1.15 2.28
```

Results
orbital gap: 9.35 eV
LUMO energy: 0.86 eV
structure (SMILES): Cc1ccc(O)cc1.CC
calculated total energy: -11607.0812 eV
energy above the lowest of the compared OMol25 structures with the same formula, charge and spin: 53.60 kJ/mol


No. 9
Entry from the Open Molecules 2025 dataset: a cluster of 2 separate species, C9H14O in total at a distorted geometry (ωB97M-V with the def2-TZVPD basis set).

The geometry in XYZ format:
```
24
C9H14O | the Open Molecules 2025 dataset | ωB97M-V with the def2-TZVPD basis set
C -0.87 0.94 2.66
C -0.70 -0.21 1.73
C 0.57 -0.57 1.25
C 0.65 -1.40 0.14
C -0.50 -1.84 -0.56
O -0.40 -2.29 -1.83
C -1.74 -1.76 0.06
C -1.74 -0.92 1.22
H 0.03 1.31 3.24
H -1.62 0.62 3.43
H -1.10 1.88 2.15
H 1.53 -0.20 1.59
H 1.62 -1.76 -0.25
H 0.49 -2.39 -2.16
H -2.68 -2.13 -0.42
H -2.77 -0.67 1.51
C 1.46 2.00 -1.37
C 0.92 0.79 -2.01
H 0.71 2.81 -1.24
H 2.01 1.71 -0.45
H 2.17 2.57 -1.98
H 1.49 -0.03 -2.46
H 0.40 1.04 -2.96
H 0.07 0.51 -1.27
```

Results
orbital gap: 9.14 eV
LUMO energy: 0.85 eV
structure (SMILES): Cc1ccc(O)cc1.CC
calculated total energy: -11606.1380 eV
energy above the lowest of the compared OMol25 structures with the same formula, charge and spin: 144.61 kJ/mol


No. 10
Entry from the Open Molecules 2025 dataset: a cluster of 2 separate species, C9H14O in total at a distorted geometry (ωB97M-V with the def2-TZVPD basis set).

The geometry in XYZ format:
```
24
C9H14O | the Open Molecules 2025 dataset | ωB97M-V with the def2-TZVPD basis set
C -3.77 0.22 -1.18
C -2.49 -0.23 -0.55
C -2.13 0.23 0.72
C -1.16 -0.39 1.49
C -0.33 -1.32 0.86
O 0.89 -1.54 1.46
C -0.56 -1.69 -0.45
C -1.65 -1.18 -1.13
H -3.57 1.04 -1.90
H -4.20 1.04 -0.58
H -4.40 -0.58 -1.53
H -2.74 0.96 1.22
H -0.74 0.04 2.40
H 1.47 -2.09 0.92
H 0.26 -2.17 -0.97
H -1.91 -1.55 -2.12
C 3.77 0.55 -0.03
C 3.06 1.78 0.45
H 3.89 -0.32 0.62
H 3.15 -0.02 -0.74
H 4.70 0.72 -0.58
H 2.36 2.23 -0.27
H 3.64 2.68 0.58
H 2.46 1.59 1.34
```

Results
orbital gap: 9.17 eV
LUMO energy: 0.83 eV
structure (SMILES): Cc1ccc(O)cc1.CC
calculated total energy: -11606.2301 eV
energy above the lowest of the compared OMol25 structures with the same formula, charge and spin: 135.72 kJ/mol


No. 11
Entry from the Open Molecules 2025 dataset: a cluster of 2 separate species, C9H14O in total at a distorted geometry (ωB97M-V with the def2-TZVPD basis set).

The geometry in XYZ format:
```
24
C9H14O | the Open Molecules 2025 dataset | ωB97M-V with the def2-TZVPD basis set
C 1.49 0.51 2.68
C 0.95 -0.37 1.70
C 1.78 -1.08 0.80
C 1.18 -1.94 -0.22
C -0.17 -1.97 -0.27
O -0.64 -2.80 -1.30
C -1.04 -1.40 0.65
C -0.48 -0.40 1.48
H 2.41 0.90 2.38
H 1.64 0.23 3.75
H 0.87 1.48 2.70
H 2.86 -1.00 0.96
H 1.77 -2.37 -0.99
H -1.50 -3.32 -0.88
H -2.12 -1.61 0.59
H -1.14 0.19 1.99
C -1.66 1.76 -1.94
C -0.24 2.13 -2.19
H -1.78 0.62 -1.98
H -1.97 1.78 -0.87
H -2.52 2.23 -2.54
H 0.30 1.66 -1.41
H -0.10 3.22 -2.03
H 0.10 1.54 -3.06
```

Results
orbital gap: 9.25 eV
LUMO energy: 0.75 eV
structure (SMILES): Cc1ccc(O)cc1.CC
calculated total energy: -11605.6275 eV
energy above the lowest of the compared OMol25 structures with the same formula, charge and spin: 193.86 kJ/mol


No. 12
Entry from the Open Molecules 2025 dataset: a cluster of 2 separate species, C9H14O in total at a distorted geometry (ωB97M-V with the def2-TZVPD basis set).

The geometry in XYZ format:
```
24
C9H14O | the Open Molecules 2025 dataset | ωB97M-V with the def2-TZVPD basis set
C 1.36 1.71 -2.46
C 0.53 0.63 -1.85
C 0.67 0.16 -0.60
C -0.01 -1.05 -0.21
C -0.75 -1.73 -1.19
O -1.45 -2.84 -0.73
C -0.64 -1.42 -2.60
C 0.01 -0.23 -2.92
H 0.79 2.66 -2.34
H 1.50 1.26 -3.47
H 2.44 1.76 -2.08
H 1.12 0.69 0.22
H 0.17 -1.48 0.74
H -1.99 -3.16 -1.54
H -1.15 -2.11 -3.29
H 0.32 0.00 -3.97
C -0.20 0.37 4.30
C -0.59 0.93 2.84
H -1.09 -0.20 4.62
H 0.68 -0.22 4.07
H 0.13 1.21 4.90
H 0.33 0.69 2.19
H -1.46 0.40 2.42
H -0.73 1.99 2.96
```

Results
orbital gap: 9.14 eV
LUMO energy: 0.84 eV
structure (SMILES): Cc1ccc(O)cc1.CC
calculated total energy: -11605.6730 eV
energy above the lowest of the compared OMol25 structures with the same formula, charge and spin: 189.47 kJ/mol